{
  "formula": "C27H58NP3Sn",
  "method": "wB97M-V/def2-TZVPD",
  "homo_lumo_gap_ha": [0.21953, 0.16819],
  "e_homo_ev": [-12.08, -11.95],
  "e_above_lowest_ev": 1.329,
  "e_tot_ev": -64108.7685,
  "charge": 2,
  "elements": ["P", "P", "C", "C", "H", "H", "H", "H", "C", "H", "H", "H", "C", "H", "H", "H", "C", "H", "H", "H", "C", "H", "H", "H", "Sn", "C", "C", "C", "C", "C", "C", "C", "C", "C", "H", "H", "H", "H", "H", "H", "H", "H", "H", "H", "H", "H", "H", "H", "H", "C", "C", "C", "C", "P", "N", "C", "C", "C", "C", "C", "C", "C", "C", "H", "H", "H", "H", "H", "H", "H", "H", "H", "H", "H", "H", "H", "H", "H", "H", "H", "H", "H", "H", "H", "H", "H", "H", "H", "H", "H"],
  "positions_angstrom": [[3.71674, -0.89538, -4.33914], [2.77066, -3.69471, -2.62676], [4.60852, -2.54452, -4.43384], [3.78562, -3.80609, -4.15541], [5.48220, -2.47474, -3.76868], [4.99479, -2.59627, -5.46155], [3.10593, -4.05162, -4.98734], [4.43880, -4.67467, -3.99137], [4.03625, -3.98715, -1.35013], [3.55941, -4.00142, -0.36557], [4.79713, -3.19804, -1.37059], [4.50297, -4.95503, -1.54727], [1.74961, -5.19769, -2.68859], [2.40963, -6.07669, -2.63963], [1.18160, -5.19299, -3.63107], [1.05575, -5.18864, -1.83561], [5.11554, 0.19153, -4.73242], [4.82478, 1.23980, -4.57550], [5.40468, 0.02426, -5.78168], [5.94793, -0.07834, -4.06634], [2.74298, -1.03329, -5.88226], [2.11081, -1.93045, -5.85169], [3.44183, -1.11549, -6.72140], [2.11604, -0.14399, -6.00913], [0.18065, 2.31165, 0.89731], [0.45787, -2.22493, -1.18792], [1.75230, -2.08748, -0.80074], [2.82167, -1.13484, -1.26908], [2.58967, 0.35252, -1.58842], [2.52260, 0.50202, -3.13302], [1.22317, 0.19642, -3.59100], [0.74057, -1.16829, -3.46443], [-0.20800, -1.44706, -2.26260], [-0.86385, 2.97376, -0.92532], [-0.16582, -2.94398, -0.63384], [2.07236, -2.66371, 0.08332], [3.24853, -1.54299, -2.22135], [3.69145, -1.19542, -0.58902], [1.68869, 0.76076, -1.08909], [3.44817, 0.93103, -1.20018], [3.02873, 1.39323, -3.52737], [0.57633, 0.92907, -4.07518], [1.61631, -1.84828, -3.35689], [0.23239, -1.47060, -4.39707], [-0.64170, -0.51700, -1.84695], [-1.05521, -2.02669, -2.66078], [-1.93823, 2.74118, -0.90368], [-0.37572, 2.49885, -1.78784], [-0.69312, 4.05846, -0.94826], [-1.19350, 4.06915, 3.87567], [-1.53914, 2.63770, 4.33631], [-0.22019, 1.94183, 4.71006], [-2.43486, 2.74620, 5.57810], [-2.42084, 1.65514, 2.99678], [-1.38917, 1.45957, 1.76754], [-2.73111, -0.13862, 3.47305], [-3.58252, -0.26921, 4.74958], [-3.43040, -0.83546, 2.29642], [-1.38149, -0.84955, 3.66426], [-3.94763, 2.48135, 2.24212], [-5.14447, 2.34918, 3.20053], [-3.65433, 3.96454, 1.98629], [-4.27997, 1.84009, 0.88224], [-0.48173, 4.47422, 4.60740], [-2.06502, 4.73093, 3.89219], [-0.71075, 4.10758, 2.89008], [0.38332, 2.66181, 5.28495], [-0.37207, 1.06975, 5.35633], [0.36359, 1.65047, 3.82592], [-3.39190, 3.24034, 5.36912], [-2.63353, 1.77778, 6.04617], [-1.89902, 3.36206, 6.31403], [-4.45687, 0.39380, 4.76726], [-3.95616, -1.30509, 4.79418], [-2.99211, -0.10197, 5.66032], [-2.90598, -0.60863, 1.36158], [-3.37237, -1.92228, 2.45830], [-4.49241, -0.57478, 2.21485], [-0.70571, -0.59388, 2.84189], [-0.90707, -0.61274, 4.62047], [-1.55449, -1.93343, 3.63823], [-4.93289, 2.75611, 4.19949], [-5.97855, 2.93419, 2.78186], [-5.49557, 1.31346, 3.30006], [-2.70931, 4.11155, 1.44692], [-4.45535, 4.36596, 1.35017], [-3.66131, 4.55369, 2.91030], [-3.36411, 1.65198, 0.31232], [-4.84757, 0.91051, 0.98019], [-4.90545, 2.53866, 0.30886]],
  "mulliken_charge": [1.246, 1.349, -1.148, -1.167, 0.476, 0.631, 0.429, 0.611, -1.412, 0.357, 0.323, 0.517, -1.397, 0.427, 0.414, 0.332, -1.247, 0.364, 0.448, 0.438, -1.455, 0.346, 0.536, 0.406, 0.720, -0.544, -0.707, 0.907, -0.059, -0.394, -1.158, 0.467, -0.904, -1.272, 0.647, 0.672, -1.529, 0.660, -1.004, 0.633, 0.970, 0.459, -1.213, 0.657, 0.090, 0.482, 0.299, 0.303, 0.531, -1.396, 1.648, -1.526, -1.543, 0.596, -0.469, 1.813, -1.732, -1.800, -1.747, 1.959, -1.677, -1.727, -1.487, 0.575, 0.264, 0.100, 0.531, 0.256, 0.284, 0.267, 0.231, 0.481, 0.320, 0.443, 0.385, 0.312, 0.625, 0.194, 0.319, 0.262, 0.528, 0.250, 0.485, 0.316, 0.326, 0.602, 0.239, 0.164, 0.300, 0.495]
}

{
  "formula": "C27H58O3OsP2SSi",
  "method": "wB97M-V/def2-TZVPD",
  "homo_lumo_gap_ha": [0.31890, 0.16914],
  "e_homo_ev": [-14.09, -14.02],
  "spin_multiplicity": 5,
  "s2": 6.027,
  "e_above_lowest_ev": 0.000,
  "e_tot_ev": -74825.4734,
  "charge": 2,
  "elements": ["P", "P", "C", "C", "H", "H", "H", "H", "C", "H", "H", "H", "C", "H", "H", "H", "C", "H", "H", "H", "C", "H", "H", "H", "Os", "C", "C", "C", "C", "C", "C", "C", "C", "C", "H", "H", "H", "H", "H", "H", "H", "H", "H", "H", "H", "H", "H", "H", "H", "C", "C", "C", "C", "O", "Si", "S", "O", "C", "C", "C", "C", "O", "C", "C", "C", "C", "H", "H", "H", "H", "H", "H", "H", "H", "H", "H", "H", "H", "H", "H", "H", "H", "H", "H", "H", "H", "H", "H", "H", "H", "H", "H", "H"],
  "positions_angstrom": [[-2.27038, 5.96819, 0.35184], [-4.69529, 4.30312, -0.53070], [-3.77182, 6.94419, -0.25669], [-5.03764, 6.11626, -0.12229], [-3.58556, 7.22095, -1.30341], [-3.84234, 7.86331, 0.34861], [-5.43086, 6.15514, 0.90361], [-5.81509, 6.47624, -0.81704], [-5.23482, 4.50464, -2.28695], [-5.37990, 3.51850, -2.73546], [-4.46850, 5.04781, -2.85446], [-6.17872, 5.06592, -2.31276], [-6.33506, 3.77272, 0.13810], [-7.13084, 4.39669, -0.29601], [-6.32671, 3.88620, 1.23166], [-6.49697, 2.71707, -0.11270], [-1.08475, 7.20685, -0.34030], [-0.07668, 6.97030, 0.02492], [-1.38018, 8.21848, -0.02492], [-1.09679, 7.13704, -1.43727], [-2.37732, 6.70706, 2.04055], [-3.22178, 6.27193, 2.58865], [-2.51694, 7.79349, 1.95292], [-1.45381, 6.49872, 2.58571], [-0.05081, 0.13812, -0.00625], [-2.17144, 0.35662, 0.24174], [-1.84274, 0.59528, -1.12263], [-1.71883, 1.94901, -1.76241], [-0.31537, 2.58159, -1.68359], [0.51086, 2.07914, -0.53201], [0.06535, 2.08711, 0.83228], [-1.29905, 2.52127, 1.30406], [-2.39448, 1.41960, 1.27536], [1.78868, -0.29351, 0.73900], [-2.65485, -0.60588, 0.47589], [-2.06024, -0.22155, -1.82908], [-2.47697, 2.63535, -1.36269], [-1.94960, 1.81585, -2.83023], [0.23572, 2.33146, -2.60588], [-0.41667, 3.68040, -1.66419], [1.59621, 2.16843, -0.67821], [0.84916, 2.19739, 1.59949], [-1.63491, 3.41812, 0.75017], [-1.19345, 2.82654, 2.36019], [-2.41363, 0.92246, 2.26207], [-3.37832, 1.90779, 1.15101], [1.74133, -1.20116, 1.36643], [2.18748, 0.56307, 1.29937], [2.44445, -0.51766, -0.12226], [5.18833, -1.96410, -1.07787], [3.97438, -2.66385, -1.67423], [3.47739, -1.89395, -2.88822], [4.32399, -4.10435, -2.01945], [2.96350, -2.62553, -0.63701], [1.53560, -3.37288, -0.31475], [-0.04619, -2.08246, -0.76229], [1.50542, -4.76037, -1.16469], [0.76278, -5.92450, -1.62955], [-0.57633, -5.46636, -2.17618], [1.58961, -6.56176, -2.73637], [0.58818, -6.93208, -0.50262], [1.64536, -3.75328, 1.26489], [1.03563, -3.80008, 2.58495], [-0.13456, -2.83842, 2.69061], [0.58730, -5.23333, 2.84746], [2.12690, -3.42232, 3.57866], [6.00187, -1.94337, -1.81338], [5.53948, -2.48811, -0.18574], [4.94947, -0.92959, -0.80055], [4.29019, -1.83900, -3.62700], [2.61845, -2.39045, -3.35407], [3.18994, -0.87499, -2.61253], [4.57253, -4.67221, -1.11799], [3.50238, -4.60974, -2.54386], [5.20070, -4.11578, -2.68343], [-0.43429, -4.71365, -2.95668], [-1.09695, -6.32858, -2.61080], [-1.20146, -5.04091, -1.38475], [2.56385, -6.89972, -2.37316], [1.06192, -7.43651, -3.13435], [1.74474, -5.86706, -3.57032], [1.55187, -7.24056, -0.08631], [-0.03890, -6.53437, 0.30174], [0.08829, -7.82966, -0.88954], [-0.90867, -3.06287, 1.94745], [-0.56926, -2.92297, 3.69558], [0.17903, -1.79791, 2.54868], [1.41923, -5.93133, 2.73899], [0.19103, -5.32032, 3.86656], [-0.21575, -5.52508, 2.15459], [2.98100, -4.09692, 3.50265], [2.48541, -2.39565, 3.40689], [1.73495, -3.47301, 4.59976]],
  "lowdin_spin": [0.326, 0.319, 0.015, 0.014, 0.000, 0.007, 0.000, 0.007, 0.047, 0.000, 0.000, 0.010, 0.061, 0.013, 0.000, 0.000, 0.064, 0.000, 0.013, 0.000, 0.047, 0.000, 0.010, 0.000, 1.791, 0.014, 0.020, 0.009, 0.017, 0.048, 0.092, 0.028, 0.017, 0.043, 0.004, 0.006, 0.007, 0.000, 0.001, 0.003, 0.009, 0.011, 0.015, 0.001, 0.002, 0.004, 0.011, 0.019, 0.010, 0.002, 0.003, 0.004, 0.001, 0.050, 0.055, 0.679, 0.001, 0.000, 0.002, 0.000, 0.000, 0.038, 0.003, 0.014, 0.000, 0.002, 0.000, 0.000, 0.000, 0.000, 0.001, 0.000, 0.000, 0.000, 0.000, 0.000, 0.000, 0.002, 0.000, 0.000, 0.000, 0.000, 0.000, 0.000, 0.008, 0.000, 0.003, 0.000, 0.000, 0.000, 0.000, 0.000, 0.000]
}